1.
Formula: C36H32BrLuN6O6S2Te
Source: OMol25
Level of theory: the ωB97M-V functional and the def2-TZVPD basis

Properties
Kohn-Sham gap, eV: 5.931
Spin multiplicity: 1
Total charge: 0
E_HOMO, eV: -6.346

Last column: Mulliken charge in e.
CARTESIAN COORDINATES (ANGSTROEM)
1 Lu 0.99171 -0.14596 -0.12536  2.53
2 N -2.38130 1.20336 3.18170  0.03
3 C -2.40176 2.60457 3.37585  -0.32
4 C -2.91336 3.13841 4.54969  -0.75
5 C -2.99479 4.52882 4.68630  -0.46
6 C -2.49904 5.38772 3.72555  -0.88
7 C -1.92390 4.84090 2.58494  -0.54
8 C -1.92608 3.46698 2.38573  0.94
9 S -1.32009 2.87896 0.86861  -0.10
10 N -1.16596 1.21139 1.15832  0.05
11 C -1.68230 0.61403 2.14859  0.37
12 C -1.63203 -0.87896 2.17374  0.32
13 C -2.44938 -1.65140 2.98182  -0.92
14 C -2.40586 -3.04236 2.87184  -0.82
15 C -1.56596 -3.60343 1.93975  -0.97
16 C -0.77067 -2.76829 1.17315  -0.52
17 N -0.77670 -1.44341 1.31460  0.63
18 H -2.45163 0.66684 4.02875  0.30
19 H -3.27636 2.47230 5.33678  0.38
20 H -3.44441 4.91313 5.59926  0.37
21 H -2.50525 6.45116 3.88919  0.41
22 H -1.47591 5.49575 1.82809  0.41
23 H -3.16505 -1.17787 3.65388  0.60
24 H -3.08246 -3.62728 3.47404  0.46
25 H -1.55438 -4.67604 1.77932  0.52
26 H -0.10652 -3.15370 0.39765  0.35
27 O 5.05540 -3.37934 4.27112  -0.55
28 C 4.05324 -2.95433 3.47620  0.85
29 C 3.74447 -3.52551 2.23707  -0.77
30 C 2.76931 -2.89914 1.48438  -0.41
31 N 2.04719 -1.85408 1.89583  0.26
32 C 2.30531 -1.43199 3.11595  -0.04
33 Br 1.20635 -0.02554 3.77635  -0.05
34 C 3.28854 -1.90038 3.94567  -0.65
35 H 5.59339 -4.01540 3.77914  0.31
36 H 4.28256 -4.38072 1.84592  0.35
37 H 2.57275 -3.21780 0.46809  0.01
38 H 3.48552 -1.47017 4.90872  0.49
39 O 2.50864 3.49670 1.65302  -0.78
40 C 1.94595 2.68212 0.94773  0.07
41 O 1.68207 1.44460 1.17396  -0.39
42 C 1.44239 3.13366 -0.41600  0.78
43 C 1.65607 4.48608 -0.78186  -1.10
44 C 1.14663 4.93337 -1.95717  -0.94
45 C 0.47809 4.01540 -2.80599  1.24
46 C -0.01023 4.42263 -4.05850  -0.79
47 C -0.60371 3.54360 -4.89636  -0.71
48 C -0.70983 2.18701 -4.52134  -0.87
49 C -0.24708 1.76128 -3.29963  -0.30
50 C 0.34358 2.67014 -2.39189  -0.64
51 N 0.80247 2.26034 -1.16292  1.07
52 H 2.19971 5.11209 -0.07520  0.58
53 H 1.22342 5.97349 -2.25578  0.41
54 H 0.08345 5.46802 -4.32700  0.39
55 H -0.93673 3.87315 -5.87313  0.39
56 H -1.06585 1.44259 -5.22714  0.48
57 H -0.26765 0.71878 -3.02466  0.34
58 C 4.93589 0.20791 -1.90412  -1.35
59 C 3.56824 0.07233 -1.21979  0.61
60 O 2.54933 0.42243 -1.85623  -0.58
61 O 3.45426 -0.39335 -0.06265  -0.58
62 H 4.92767 -0.46114 -2.76152  0.25
63 H 5.72857 -0.03197 -1.20289  0.33
64 H 4.99919 1.22769 -2.26133  0.33
65 Te 1.70519 -2.40698 -2.06392  -0.23
66 C 0.92039 -4.30868 -2.30444  0.16
67 C 1.59557 -5.47605 -2.14127  -0.51
68 C 0.94124 -6.58935 -2.74140  -0.47
69 C -0.20329 -6.22491 -3.37024  -0.61
70 S -0.49301 -4.54622 -3.25455  -0.10
71 H 2.54426 -5.52048 -1.62269  0.42
72 H 1.29383 -7.59908 -2.73141  0.38
73 H -0.88512 -6.86758 -3.89526  0.39
74 C -2.81878 -1.77048 -2.94536  -0.76
75 N -3.13738 -0.60315 -2.14717  0.42
76 C -4.44639 -0.02317 -2.29153  -0.97
77 C -2.20736 -0.01706 -1.41490  -0.06
78 O -1.06122 -0.46072 -1.29751  0.08
79 H -2.99068 -1.52588 -4.00505  0.32
80 H -3.46020 -2.62246 -2.69786  0.36
81 H -1.77946 -2.04548 -2.81602  -0.16
82 H -4.58315 0.33964 -3.30707  0.34
83 H -4.53740 0.82289 -1.61184  0.28
84 H -5.21724 -0.76083 -2.06629  0.32
85 H -2.53897 0.88592 -0.89202  -0.04

2.
Formula: C36H33AsCl4FeN3O10S3
Source: OMol25
Level of theory: the ωB97M-V functional and the def2-TZVPD basis

Properties
Kohn-Sham gap (spin up / spin down), eV: 6.950 / 6.089
Spin multiplicity: 6
Total charge: -2
E_HOMO (spin up / spin down), eV: -3.182 / -2.322

Last column: Löwdin spin population.
CARTESIAN COORDINATES (ANGSTROEM)
1 Fe -0.08048 0.66840 1.12909  3.75
2 C -0.07864 6.61594 -2.94368  0.00
3 C -0.37531 5.78455 -1.72376  0.00
4 C -1.58553 5.11555 -1.59067  0.00
5 C -1.83043 4.30581 -0.49011  0.00
6 C -0.85881 4.16362 0.48483  0.00
7 C 0.34878 4.83685 0.38048  0.00
8 C 0.57976 5.64473 -0.71945  0.00
9 S -1.18799 3.17800 1.92265  0.00
10 O -1.81110 4.09650 2.85819  0.00
11 O 0.08880 2.60662 2.34373  0.04
12 N -2.07560 2.00967 1.37429  0.02
13 C -3.33998 1.65982 1.79468  0.00
14 C -4.15518 2.43029 2.66188  0.00
15 C -5.41379 1.98172 2.97627  0.00
16 C -5.88580 0.78545 2.43658  0.00
17 C -5.02828 0.10918 1.59419  0.00
18 N -3.80117 0.51297 1.27471  0.00
19 H -0.85049 6.48634 -3.70281  0.00
20 H 0.87832 6.32365 -3.38195  0.00
21 H -0.01663 7.67846 -2.69511  0.00
22 H -2.33148 5.19675 -2.37375  0.00
23 H -2.75722 3.75363 -0.39967  0.00
24 H 1.10714 4.68029 1.13615  0.00
25 H 1.53757 6.14234 -0.82496  0.00
26 H -3.76666 3.34828 3.06987  0.00
27 H -6.03486 2.56285 3.64927  0.00
28 H -6.87178 0.40014 2.66035  0.00
29 H -5.34199 -0.82668 1.13596  0.00
30 Cl -1.63605 3.14599 -5.77014  0.00
31 C -0.95027 2.64191 -4.22681  0.00
32 C 0.34899 3.06111 -3.89207  0.00
33 C 0.88365 2.71586 -2.68855  0.00
34 Cl 2.49469 3.23774 -2.28599  0.00
35 C 0.16328 1.92984 -1.69753  0.00
36 O 0.62147 1.73948 -0.54845  0.03
37 C -1.10388 1.43219 -2.15931  0.00
38 C -1.82266 0.43708 -1.38353  0.01
39 O -1.40888 -0.14659 -0.39054  0.03
40 C -1.65318 1.83206 -3.38326  0.00
41 H 0.92264 3.66324 -4.58439  0.00
42 H -2.82376 0.16342 -1.77573  0.00
43 H -2.63936 1.47617 -3.66258  0.00
44 C -1.35449 -2.78836 0.69102  0.00
45 As -0.86894 -2.18445 2.47980  0.01
46 C 0.53823 -3.46420 2.78713  0.00
47 C -2.51673 -2.77336 3.28627  0.00
48 O -0.83865 -0.51172 2.57726  0.07
49 H -1.44230 -3.87509 0.74950  0.00
50 H -0.61117 -2.50221 -0.04881  0.00
51 H -2.30940 -2.34146 0.42154  0.00
52 H 0.11761 -4.42258 2.48184  0.00
53 H 0.83367 -3.46615 3.82834  0.00
54 H 1.38864 -3.19617 2.16257  0.00
55 H -2.76412 -3.77228 2.92597  0.00
56 H -3.25885 -2.05597 2.93301  0.00
57 H -2.45256 -2.74586 4.36868  0.00
58 Cl 3.55898 -5.60720 0.74539  0.00
59 C 2.33691 -5.51297 -0.47962  0.00
60 C 1.72148 -6.68413 -0.89094  0.00
61 C 0.74028 -6.63075 -1.86749  0.00
62 C 0.37785 -5.41699 -2.42543  0.00
63 C 0.99931 -4.25573 -1.99399  0.00
64 Cl 0.49355 -2.74334 -2.66236  0.00
65 C 1.99971 -4.26506 -1.01291  0.00
66 N 2.59012 -3.09344 -0.52614  0.00
67 C 3.50561 -2.35573 -1.27626  0.00
68 C 3.93590 -2.73955 -2.54358  0.00
69 C 4.78441 -1.91953 -3.27612  0.00
70 C 5.19758 -0.70460 -2.75794  0.00
71 C 4.80717 -0.35044 -1.46938  0.00
72 C 4.00067 -1.17115 -0.69759  0.00
73 C 3.69943 -0.81274 0.73824  0.00
74 C 2.27089 -0.34244 0.98689  0.00
75 O 2.05318 0.73338 1.55789  0.04
76 O 1.33256 -1.10888 0.57813  0.03
77 H 2.00827 -7.62162 -0.43561  0.00
78 H 0.25010 -7.54024 -2.19027  0.00
79 H -0.39053 -5.35584 -3.18344  0.00
80 H 1.96315 -2.45895 0.01278  0.00
81 H 3.58943 -3.67547 -2.96536  0.00
82 H 5.09760 -2.22555 -4.26747  0.00
83 H 5.82678 -0.04102 -3.33725  0.00
84 H 5.14405 0.58728 -1.04257  0.00
85 H 4.37975 -0.03261 1.07368  0.00
86 H 3.83790 -1.69493 1.37242  0.00
87 O 1.74684 -1.20739 4.44177  0.01
88 S 0.66947 -1.05447 5.39776  0.01
89 O 1.07583 -1.05230 6.79805  0.10
90 O -0.44001 -1.98311 5.11627  0.00
91 S -0.08299 0.85617 5.24996  0.82

3.
Formula: C36H33BIrN9P2
Source: OMol25
Level of theory: the ωB97M-V functional and the def2-TZVPD basis

Properties
Kohn-Sham gap (spin up / spin down), eV: 7.747 / 4.620
Spin multiplicity: 2
Total charge: +3
E_HOMO (spin up / spin down), eV: -16.411 / -16.411

Last column: Löwdin spin population.
CARTESIAN COORDINATES (ANGSTROEM)
1 Ir 0.44534 -0.70164 0.17547  0.00
2 C -2.74147 -2.19378 2.71364  0.00
3 C -1.65392 -2.40532 1.86682  0.00
4 N -1.23585 -1.25369 1.35406  0.00
5 N -2.02004 -0.27315 1.86400  0.01
6 C -2.93183 -0.83611 2.69138  0.00
7 B -1.52380 1.19137 1.81468  0.01
8 N -0.08187 1.23887 2.35824  0.00
9 C 0.45775 1.90122 3.40246  0.00
10 C 1.73052 1.43739 3.62188  0.00
11 C 1.93002 0.46446 2.64920  0.00
12 N 0.85073 0.36164 1.87819  0.00
13 N -1.50319 1.71266 0.36836  0.00
14 C -2.06432 2.71496 -0.33958  0.00
15 C -1.68573 2.59632 -1.65660  0.00
16 C -0.85510 1.47940 -1.68210  0.00
17 N -0.73444 0.96911 -0.46059  0.00
18 N -2.50827 1.99763 2.73692  0.12
19 C -3.60308 2.64865 2.48968  0.17
20 C -4.19412 3.03396 3.75089  0.44
21 C -3.30793 2.48542 4.72057  0.03
22 N -2.32574 1.85550 4.15430  0.20
23 H -3.30426 -2.92765 3.26265  0.00
24 H -1.14697 -3.32797 1.63576  0.00
25 H -3.66314 -0.24683 3.21572  0.00
26 H -0.09719 2.64618 3.94275  0.00
27 H 2.41933 1.74936 4.38655  0.00
28 H 2.78973 -0.15557 2.47670  0.00
29 H -2.66442 3.48232 0.11479  0.00
30 H -1.96387 3.23371 -2.47714  0.00
31 H -0.32712 1.03890 -2.51075  0.00
32 H -3.99753 2.81511 1.50066  0.00
33 H -5.10704 3.59212 3.89553  0.02
34 H -3.38632 2.53234 5.79660  0.00
35 N 2.80426 -1.99736 -1.03751  0.00
36 P 2.57552 -0.32591 -0.77997  0.00
37 C 2.78067 0.57933 -2.30841  0.00
38 C 3.52783 0.05619 -3.36402  0.00
39 C 3.74769 0.82286 -4.49751  0.00
40 C 3.23961 2.11382 -4.57363  0.00
41 C 2.50551 2.64142 -3.51990  0.00
42 C 2.27047 1.87587 -2.38789  0.00
43 C 3.92686 0.18840 0.27906  0.00
44 C 4.22493 1.54507 0.41128  0.00
45 C 5.23558 1.94551 1.27010  0.00
46 C 5.95903 0.99929 1.98537  0.00
47 C 5.67625 -0.35266 1.84182  0.00
48 C 4.65756 -0.76255 0.99445  0.00
49 P 1.43139 -2.61671 -0.31844  0.00
50 C 1.55789 -4.27331 0.25207  0.00
51 C 1.38502 -5.34711 -0.62753  0.00
52 C 1.53548 -6.63660 -0.14924  0.00
53 C 1.85606 -6.84845 1.18804  0.00
54 C 2.02554 -5.77956 2.06056  0.00
55 C 1.87987 -4.48288 1.59779  0.00
56 C 0.09195 -2.35213 -1.53494  0.00
57 C 0.35104 -1.74207 -2.78480  0.00
58 C -0.63208 -1.66827 -3.74961  0.00
59 C -1.88019 -2.23257 -3.50647  0.00
60 C -2.15111 -2.87689 -2.30148  0.00
61 C -1.17977 -2.94081 -1.32697  0.00
62 H 3.58886 -2.49443 -1.43844  0.00
63 H 3.94486 -0.94277 -3.31410  0.00
64 H 4.32570 0.41788 -5.31692  0.00
65 H 3.42301 2.71260 -5.45550  0.00
66 H 2.11951 3.65024 -3.57950  0.00
67 H 1.69740 2.29287 -1.56690  0.00
68 H 3.68723 2.29079 -0.15989  0.00
69 H 5.47241 2.99631 1.36748  0.00
70 H 6.75738 1.31510 2.64348  0.00
71 H 6.25571 -1.08884 2.38238  0.00
72 H 4.44498 -1.81891 0.89101  0.00
73 H 1.12826 -5.17877 -1.66674  0.00
74 H 1.40313 -7.47774 -0.81568  0.00
75 H 1.97312 -7.85965 1.55436  0.00
76 H 2.26931 -5.95983 3.09852  0.00
77 H 2.00383 -3.64285 2.27226  0.00
78 H 1.33084 -1.33777 -2.99966  0.00
79 H -0.42191 -1.19819 -4.70092  0.00
80 H -2.64496 -2.19228 -4.27186  0.00
81 H -3.11517 -3.33943 -2.14042  0.00
82 H -1.38377 -3.48042 -0.41660  0.00

In order of appearance, energy relative to the best compared isomer or geometry (same formula, charge and spin) = 0.0, 11.7, 14.2 kcal/mol.
In order of appearance, F_max = 1.3, 1.1, 0.2 eV/A.
In order of appearance, electronic energy = -191709.860, -240639.068, -73350.115 eV.